The following is a DFT calculation (wB97M-V/def2-TZVPD) of one molecule with the formula C6H14S2 at a distorted geometry.

Each line ends with the Mulliken charge.
Atoms and positions in Å:
1 H 1.23944 2.41089 -1.30957  0.37
2 C 0.67255 2.69439 0.89315  -0.85
3 H -2.71136 -0.47669 0.36519  0.41
4 H 1.96955 1.05529 -0.14693  0.27
5 H -2.26452 -1.53384 -0.83823  0.41
6 H 0.79652 -0.48980 2.19038  0.26
7 H 0.27073 -2.81642 -2.86888  0.22
8 C -1.94443 -1.18750 0.12292  -1.51
9 S -0.47755 0.93927 -0.77418  -0.16
10 H 1.81507 -2.05151 -2.67968  0.42
11 C 1.04505 1.77727 -0.39894  -0.33
12 H 1.76938 2.99488 1.57059  0.21
13 H -2.18346 -2.21227 0.64025  0.35
14 H 0.03033 3.47043 0.46201  0.35
15 S 1.00394 -1.81631 -0.48731  -0.05
16 H -0.25685 2.29827 1.72046  0.16
17 C 0.91015 -1.96116 -2.22918  -0.75
18 H 0.61161 -0.89663 -2.49220  0.19
19 H -0.80566 0.36090 2.13899  0.40
20 C -0.47387 -0.55403 0.20458  0.63
21 H -0.75243 -1.51611 2.14394  0.38
22 C -0.26420 -0.48932 1.77263  -1.36

Summary:
**LUMO energy**: 0.0260 hartree
**Relative energy (zero: lowest compared OMol25 entry of this formula, charge and spin)**: 92.5 kcal/mol
**Molecular weight**: 150.31 g/mol
**Max |F|**: 4.89 eV/Å
**Spin multiplicity**: 1
**SMILES string**: CCSC(C)(C)SC
**Calculated total energy**: -1033.23268 hartree

---

The following is a DFT calculation (wB97M-V/def2-TZVPD) of C19H35CrFNO14 as an isolated structure at a distorted geometry.

Each line ends with the Mulliken charge.
Atoms and positions in Å:
1 H -2.22220 0.14823 -18.10446  0.33
2 N 4.75250 3.03931 -18.44901  0.86
3 C 2.38633 3.62613 -24.07579  -0.99
4 H 6.80944 3.57133 -20.59662  -0.52
5 H 6.95868 6.05040 -20.01027  0.18
6 H 7.27049 5.13045 -17.86959  0.09
7 C 6.01680 3.42200 -14.72130  -0.32
8 H 7.09034 1.98542 -24.61740  0.32
9 C 6.61559 5.21050 -13.52840  0.67
10 O 5.69454 2.95580 -17.69506  -0.54
11 C 1.85471 1.77194 -17.06321  -0.71
12 O 5.11951 1.78496 -22.13430  -0.26
13 C 7.48632 2.76242 -20.87158  0.92
14 C 3.68426 5.60261 -21.09512  0.78
15 C -1.58617 -0.18131 -18.92602  -1.06
16 H 2.11880 2.74996 -17.46551  0.11
17 H 1.41386 3.13913 -24.00357  0.35
18 H 9.29023 3.80694 -21.44952  0.39
19 O 7.88081 6.77217 -16.85911  -0.36
20 H 2.96045 5.22130 -20.37484  0.36
21 H 7.24649 1.99118 -20.13962  0.22
22 O 6.63102 3.92394 -13.49503  -0.37
23 C 6.13327 2.05649 -22.69853  0.68
24 C 1.33585 0.85570 -18.10325  0.58
25 H 0.35725 -1.10862 -19.32920  0.31
26 H 8.39144 6.66958 -19.40175  0.41
27 O 6.51807 8.67659 -16.57919  -0.60
28 O 7.08286 5.87384 -12.61979  -0.60
29 C 7.05232 6.19800 -17.84086  0.28
30 H 9.29360 9.14278 -15.93874  0.33
31 Cr 3.29962 1.28698 -20.89765  1.32
32 O 4.49039 2.27092 -19.31829  -0.32
33 H 9.20618 7.62453 -15.00430  0.30
34 O 7.36036 2.40193 -22.22899  -0.27
35 H 4.68709 5.19827 -20.95756  -0.46
36 H 2.78057 1.35914 -16.66262  0.26
37 C 8.88935 3.16260 -20.66707  -1.56
38 H 1.21734 1.95301 -16.19772  0.43
39 H 5.44858 2.51599 -14.51064  0.30
40 C 5.15651 4.59611 -15.13769  1.21
41 H 2.33879 4.44181 -24.79725  0.32
42 C 7.31546 6.73383 -19.23973  -1.26
43 O 0.37184 0.03654 -17.67865  -0.31
44 H -1.31094 0.77306 -19.37493  0.28
45 H 5.98611 6.29290 -17.63520  0.23
46 H 8.19068 9.03176 -14.54231  0.33
47 C 2.69307 3.99411 -22.59130  0.90
48 H 5.76752 0.69309 -24.29861  0.29
49 O 1.83331 0.83359 -19.23481  -0.58
50 C 7.53803 7.96982 -16.31708  0.81
51 O 6.01794 5.64978 -14.62004  -0.32
52 O 4.06075 4.01757 -18.38879  -0.65
53 C -0.30890 -0.86360 -18.50197  -0.19
54 H 9.59605 2.33298 -20.64682  0.37
55 H 4.39251 7.49169 -20.43967  0.39
56 H 3.09934 2.90899 -24.48252  0.18
57 F 3.98611 4.75219 -14.55261  -0.32
58 H 7.05683 7.78034 -19.40104  0.34
59 H 4.50298 7.31417 -22.10026  0.36
60 H -0.62377 -1.71107 -17.89309  0.25
61 H 9.01533 3.70520 -19.73015  0.35
62 H 5.09894 4.58679 -16.22613  -0.48
63 H 6.83741 3.15308 -15.38642  0.24
64 H 2.88126 7.59896 -21.41846  0.37
65 C 3.82886 7.07933 -21.27654  -1.52
66 H 5.38917 2.38222 -24.58344  0.21
67 O 3.24871 5.20439 -22.40529  -0.31
68 C 6.13782 1.70952 -24.16498  -0.91
69 C 8.64040 8.48184 -15.36901  -1.09
70 O 2.63605 3.09603 -21.76207  -0.67
71 H -2.12558 -0.84379 -19.60297  0.36

Summary:
**LUMO energy (spin up / spin down)**: -0.2024 / -0.1721 hartree
**Molecular weight**: 572.48 g/mol
**Max |F|**: 7.55 eV/Å
**Spin multiplicity**: 5
**<S²>**: 6.004
**Net charge**: +1
**Calculated total energy**: -2997.07353 hartree

---

The following is a DFT calculation (wB97M-V/def2-TZVPD) of C47H46NO7P2Pd as an isolated structure at a distorted geometry.

Each line ends with the Mulliken charge.
Atoms and positions in Å:
1 H 3.96730 -0.16669 -0.58734  0.38
2 C 3.42150 3.11184 1.48412  0.44
3 H -3.89300 3.58082 2.02178  0.51
4 C 4.12936 5.56615 2.56325  -0.63
5 H -5.67846 4.51709 0.54264  0.41
6 C 1.96340 -0.37099 4.78817  -0.34
7 C -4.71482 3.86847 -1.28608  -0.73
8 H -0.39911 -2.09663 -1.02563  0.96
9 H -0.24655 -1.11636 -4.03865  0.28
10 C -3.18594 -2.42779 0.19624  0.49
11 H 6.17822 4.91603 2.28555  0.38
12 C 0.97984 -3.59453 0.91609  0.03
13 H -3.74366 -4.46909 0.58401  0.43
14 C -5.35411 0.92095 3.73807  -0.87
15 O -2.80558 -0.05524 -0.04943  0.25
16 C -6.01407 -0.27790 4.01206  -0.60
17 C -3.43730 -0.31820 3.03120  0.08
18 O 1.85890 1.33978 3.08700  -0.29
19 O 3.08861 1.85372 0.97060  -0.20
20 C -0.07210 0.91866 4.43766  -0.14
21 H -5.34343 0.14672 -0.40400  0.47
22 C 4.55395 -0.64581 1.44043  0.60
23 H 0.56552 0.17516 -4.90685  0.23
24 C 4.78818 -0.41570 0.08890  0.17
25 H 6.31189 -0.33925 -1.42444  0.45
26 H -2.10696 -2.60007 0.21614  -0.43
27 O -2.18666 -0.37454 2.39055  -0.05
28 C -1.48178 -0.04830 -5.38605  -0.44
29 H -1.12695 2.05490 -5.50903  0.28
30 C -5.03268 -0.86918 -0.16002  -0.65
31 C -4.10976 -3.46116 0.38039  -0.60
32 H 5.26748 -1.29279 3.34605  0.34
33 H 1.79245 -2.05500 6.11409  0.43
34 H 3.78604 -5.34642 1.77560  0.43
35 C 2.41782 4.00363 1.83994  -0.24
36 H -3.46943 1.81902 3.10051  0.60
37 C 1.26158 -1.22535 5.64456  -0.55
38 H -0.06861 1.68492 -7.64444  0.31
39 H -7.01063 -1.71020 -0.05104  0.42
40 C 1.26122 0.64663 4.15764  -0.05
41 P 2.18650 0.69325 1.64415  1.22
42 C 1.80081 -4.48419 1.60951  -0.85
43 C 6.10362 -0.54078 -0.37444  -1.18
44 H 2.27174 -0.77739 -1.80328  0.37
45 H 3.02454 -0.50631 4.59131  0.43
46 C -3.67834 -1.14850 -0.00674  0.42
47 C -2.62345 2.67220 -1.00887  -0.24
48 H -7.04267 -0.26060 4.37354  0.40
49 O -2.00800 1.94909 1.22275  0.18
50 H 8.15318 -0.99968 0.12716  0.41
51 C 6.84905 -1.18662 1.84062  -0.53
52 H 0.65475 1.04137 -2.81374  0.37
53 H -1.71226 -0.89876 -6.05362  0.34
54 O 3.29697 -0.43349 2.02893  -0.28
55 H 7.63733 -1.48582 2.52695  0.42
56 H -0.56627 1.76236 3.95334  0.56
57 H -5.84296 1.88711 3.87945  0.41
58 C -0.09529 -1.01276 5.89976  -0.79
59 C -5.35449 -1.49869 3.84316  -0.53
60 H -6.19485 -4.01059 0.47128  0.39
61 P -1.66532 0.36154 1.02972  0.79
62 C 3.61988 -3.98733 0.09738  -0.71
63 H -1.81518 0.25240 5.51667  0.50
64 C -4.03388 -1.51928 3.38476  -0.20
65 H -3.47852 -2.45138 3.26123  0.43
66 C 0.64342 -1.82976 -0.83159  -1.17
67 C -3.84639 3.46072 0.94151  -0.46
68 C 2.78225 5.23596 2.39432  -0.65
69 C -3.60360 3.22494 -1.83799  -0.48
70 H -2.17895 1.36499 -6.83360  0.38
71 C -4.82626 3.99622 0.10045  -0.64
72 H -2.31567 0.07708 -4.67281  0.24
73 C 7.12765 -0.91252 0.49886  -0.61
74 C -5.47964 -3.19888 0.31298  -0.67
75 H 3.16913 -2.60804 -1.50231  0.48
76 H 1.40250 -5.04060 2.46129  0.43
77 C 3.13313 -4.66799 1.21895  -0.47
78 H -0.72969 -0.15302 -2.41929  0.61
79 N -0.29337 -0.34305 -4.69051  -0.38
80 C 1.18940 -0.76543 -1.65175  1.08
81 H 4.64966 -4.13922 -0.23219  0.37
82 C 5.12134 4.66489 2.16306  -0.47
83 C 2.79689 -3.11490 -0.61161  -0.13
84 H -3.49705 3.13742 -2.92043  0.43
85 H -1.73218 2.19815 -1.42014  0.25
86 O -0.13086 0.99434 -6.96233  -0.54
87 H -0.05176 -3.43208 1.22819  0.33
88 C -1.30014 1.21819 -6.19756  -0.54
89 H 4.40741 6.52946 2.99912  0.37
90 C -0.75796 0.06326 5.30560  -0.48
91 C 0.32749 0.11260 -2.33593  -2.26
92 C -5.94057 -1.91280 0.02822  -0.50
93 H -5.48979 4.28279 -1.93738  0.39
94 H 1.37198 3.74037 1.67496  0.40
95 H 5.51951 2.71240 1.26408  0.44
96 C 5.54481 -1.07822 2.31672  -0.49
97 C 4.77156 3.42990 1.60284  -0.44
98 Pd 0.46971 -0.22230 0.52638  -0.78
99 H -0.63874 -1.68263 6.56904  0.42
100 C -2.81475 2.72899 0.36441  0.60
101 H -5.86256 -2.44149 4.06590  0.42
102 C -4.03373 0.90967 3.28108  -0.19
103 H 1.99827 5.93076 2.69835  0.39
104 C 1.48662 -2.85919 -0.16754  0.44

Summary:
**LUMO energy**: -0.1710 hartree
**Molecular weight**: 905.25 g/mol
**Max |F|**: 2.40 eV/Å
**Spin multiplicity**: 1
**Net charge**: +1
**Calculated total energy**: -3210.44805 hartree